118
Properties=species:S:1:pos:R:3 method="wB97M-V/def2-TZVPD" orbital_gap_ev=7.29 multiplicity=1 smiles="CCCCCCCCCCCCc1c(B(O)N(C)C)c(CC(=O)N(C)C)c(OCCC)c2c1C(=O)C(Cl)=CC2=O.CCOS(C)(=O)=O.CCOS(C)(=O)=O" homo_energy_ev=-8.8
C -3.075 5.160 -4.900
C -2.215 6.499 -4.532
C -1.873 6.591 -2.947
C -0.301 6.828 -2.650
C 0.367 5.662 -1.749
C 1.777 6.223 -1.201
C 2.470 5.274 -0.093
C 3.707 4.502 -0.812
C 4.682 3.766 0.247
C 4.008 2.408 0.850
C 5.141 1.350 1.249
C 4.539 -0.065 1.814
C 2.954 -0.186 1.569
C 2.333 -0.966 0.346
B 3.279 -1.711 -0.780
O 4.101 -2.797 -0.326
N 3.218 -1.166 -2.169
C 3.498 -2.194 -3.218
C 4.043 0.070 -2.328
C 0.799 -1.094 0.119
C 0.100 -1.890 -1.069
C -0.367 -3.306 -0.478
O 0.119 -3.656 0.644
N -1.364 -4.197 -1.142
C -0.892 -5.604 -0.840
C -2.615 -4.040 -0.311
C -0.177 -0.409 1.153
O -1.598 -0.521 0.915
C -1.918 0.697 0.147
C -3.398 1.241 0.417
C -3.646 2.467 -0.622
C 0.402 0.348 2.366
C 1.962 0.492 2.581
C 2.414 1.335 3.840
O 3.575 1.386 4.321
C 1.312 2.253 4.589
Cl 1.886 3.537 5.783
C -0.083 2.125 4.409
C -0.594 0.997 3.420
O -1.824 0.633 3.560
H -3.445 4.611 -3.970
H -2.462 4.462 -5.573
H -3.991 5.473 -5.518
H -1.272 6.570 -5.190
H -2.865 7.402 -4.847
H -2.310 5.706 -2.349
H -2.420 7.536 -2.569
H 0.251 6.942 -3.651
H -0.201 7.817 -2.056
H -0.322 5.276 -0.920
H 0.630 4.798 -2.472
H 1.601 7.298 -0.819
H 2.483 6.291 -2.116
H 2.834 5.943 0.764
H 1.730 4.514 0.344
H 4.309 5.223 -1.475
H 3.218 3.698 -1.479
H 4.924 4.463 1.117
H 5.671 3.542 -0.309
H 3.273 2.052 0.053
H 3.376 2.753 1.754
H 5.839 1.821 2.024
H 5.752 1.122 0.293
H 5.132 -0.879 1.247
H 4.810 -0.231 2.924
H 4.814 -3.014 -0.966
H 4.377 -1.892 -3.909
H 2.569 -2.218 -3.912
H 3.643 -3.256 -2.825
H 5.146 -0.122 -2.561
H 4.026 0.610 -1.304
H 3.534 0.790 -3.062
H 0.706 -1.955 -2.031
H -0.868 -1.318 -1.342
H -1.443 -6.376 -1.508
H -1.099 -5.922 0.246
H 0.254 -5.653 -0.969
H -3.504 -4.620 -0.729
H -2.888 -2.918 -0.337
H -2.462 -4.310 0.789
H -1.186 1.529 0.464
H -1.756 0.562 -0.986
H -3.544 1.696 1.462
H -4.193 0.425 0.312
H -2.715 3.152 -0.700
H -3.819 2.077 -1.695
H -4.503 3.148 -0.268
H -0.865 2.760 4.957
O -1.251 -2.114 9.894
S -2.198 -1.265 9.219
O -3.184 -1.793 8.317
O -1.390 -0.077 8.473
C -0.378 -0.430 7.527
C -0.972 -0.955 6.233
C -3.023 -0.261 10.420
H 0.318 -1.153 7.965
H 0.192 0.478 7.315
H -1.495 -1.899 6.393
H -0.192 -1.131 5.487
H -1.697 -0.247 5.826
H -2.285 0.177 11.090
H -3.700 -0.907 10.979
H -3.592 0.512 9.904
O -2.063 -7.522 -3.471
S -3.066 -8.031 -4.371
O -3.029 -9.380 -4.865
O -3.196 -7.018 -5.629
C -2.027 -6.736 -6.400
C -1.632 -7.910 -7.277
C -4.663 -7.737 -3.672
H -1.202 -6.434 -5.747
H -2.264 -5.880 -7.036
H -1.326 -8.769 -6.676
H -0.795 -7.643 -7.927
H -2.475 -8.231 -7.893
H -4.720 -6.706 -3.326
H -4.785 -8.422 -2.833
H -5.422 -7.939 -4.427



9
Properties=species:S:1:pos:R:3 method="wB97M-V/def2-TZVPD" orbital_gap_ev=9.90 multiplicity=1 smiles="CC(=O)[N+](=O)[O-]" homo_energy_ev=-10.3 e_above_lowest_kj_mol=438.0
C 0.704 0.110 -0.074
C -0.456 0.933 -0.444
N 0.169 -1.336 0.566
O 1.853 0.270 -0.023
O -1.041 -1.431 0.606
O 1.129 -1.984 0.931
H -0.216 1.509 -1.227
H -0.782 1.622 0.364
H -1.359 0.307 -0.698



60
Properties=species:S:1:pos:R:3 method="wB97M-V/def2-TZVPD" s_squared=0.7613 orbital_gap_ev="6.36 / 6.22" multiplicity=2 homo_energy_ev="-4.3 / -4.3" charge=-1 e_above_lowest_kj_mol=56.9
Ru 0.453 0.334 -0.371
C -0.175 -2.857 -0.562
O 0.224 -1.842 0.341
C -0.322 -1.896 1.654
C -1.376 -0.828 1.885
O -0.820 0.441 1.594
C -1.639 1.537 1.947
H 0.053 -3.841 -0.143
H 0.404 -2.703 -1.470
H -1.237 -2.797 -0.800
H 0.512 -1.726 2.334
H -0.762 -2.880 1.840
H -1.678 -0.871 2.939
H -2.267 -0.992 1.267
H -1.782 1.563 3.032
H -2.615 1.481 1.457
H -1.120 2.435 1.617
S -0.236 2.350 -4.389
As 1.346 2.127 -3.002
S 0.748 2.561 -0.880
S 1.372 -0.081 -2.321
S 3.219 2.825 -3.520
C -3.685 -1.803 -0.801
C -3.432 -0.300 -0.815
As -1.748 0.442 -1.570
C -1.777 -0.502 -3.279
C -2.978 -0.288 -4.184
C -2.409 2.280 -1.706
C -3.685 2.575 -2.477
H -4.728 -2.005 -0.549
H -3.073 -2.331 -0.069
H -3.498 -2.249 -1.778
H -3.595 0.136 0.172
H -4.180 0.160 -1.465
H -1.667 -1.555 -2.999
H -0.863 -0.202 -3.786
H -3.938 -0.397 -3.673
H -2.956 -1.015 -4.998
H -2.929 0.704 -4.631
H -1.582 2.838 -2.134
H -2.487 2.594 -0.660
H -3.546 2.399 -3.540
H -3.923 3.634 -2.356
H -4.558 2.012 -2.138
O 5.849 1.756 0.513
S 5.303 0.435 0.639
O 5.961 -0.641 -0.052
N 3.695 0.408 0.366
C 3.019 0.136 1.457
O 1.764 0.009 1.566
C 3.870 -0.095 2.680
C 3.468 -0.402 3.968
C 4.448 -0.579 4.937
C 5.796 -0.449 4.615
C 6.195 -0.139 3.320
C 5.206 0.031 2.373
H 2.415 -0.495 4.201
H 4.164 -0.820 5.954
H 6.544 -0.591 5.386
H 7.240 -0.034 3.061



16
Properties=species:S:1:pos:R:3 method="wB97M-V/def2-TZVPD" orbital_gap_ev=8.11 multiplicity=1 smiles="C=C(N)CCC(=O)[O-]" homo_energy_ev=-4.1 charge=-1 e_above_lowest_kj_mol=13.3
O -0.320 0.160 -2.208
C -0.390 -0.748 -1.352
O 0.139 -1.880 -1.362
C -1.259 -0.410 -0.096
C -0.806 0.895 0.546
C 0.490 0.701 1.308
C 0.487 0.451 2.623
N 1.633 0.759 0.525
H -2.280 -0.303 -0.468
H -1.281 -1.280 0.556
H -1.527 1.334 1.230
H -0.632 1.573 -0.295
H -0.402 0.527 3.229
H 1.358 0.386 3.290
H 2.496 0.607 1.024
H 1.568 0.253 -0.350



14
Properties=species:S:1:pos:R:3 method="wB97M-V/def2-TZVPD" orbital_gap_ev=8.47 multiplicity=1 homo_energy_ev=-9.1 e_above_lowest_kj_mol=348.2
C 1.347 -1.402 -0.060
C 0.322 1.360 0.975
O 1.248 1.982 0.329
C -0.768 1.031 -0.071
O -0.836 1.751 -1.059
C -1.725 -0.081 0.166
H 0.776 -2.330 0.038
H 2.413 -1.635 -0.007
H 1.140 -0.956 -1.039
H 1.106 -0.716 0.763
H 0.967 2.079 -0.624
H -1.759 -0.702 -0.725
H -2.727 0.324 0.286
H -1.504 -0.704 1.029



72
Properties=species:S:1:pos:R:3 method="wB97M-V/def2-TZVPD" orbital_gap_ev="6.11 / 6.11" multiplicity=1 homo_energy_ev="-13.5 / -13.6" charge=+2
Ir 0.406 -1.563 0.365
C -4.768 -1.393 -1.538
C -3.594 -1.591 -2.499
C -2.884 -2.930 -2.271
C -4.114 -1.579 -3.934
N -2.638 -0.441 -2.333
C -2.375 0.475 -3.321
C -1.512 1.385 -2.819
N -1.255 1.057 -1.516
B -0.339 1.977 -0.662
N -0.664 1.864 0.854
C -1.749 2.543 1.348
C -1.784 2.360 2.681
N -0.717 1.558 3.026
C -0.051 1.247 1.885
S 1.335 0.212 1.702
C -0.524 1.197 4.476
C -1.742 0.367 4.893
C 0.740 0.400 4.772
C -0.454 2.509 5.262
N 1.163 1.718 -0.952
C 2.077 2.710 -0.727
C 3.293 2.255 -1.099
N 3.140 0.960 -1.532
C 1.823 0.646 -1.431
S 1.077 -0.872 -1.840
C 4.277 0.112 -2.038
C 4.007 -0.264 -3.495
C 4.467 -1.122 -1.147
C 5.559 0.938 -1.966
C -1.940 -0.066 -1.229
S -1.913 -0.883 0.300
H -5.497 -2.187 -1.693
H -5.261 -0.438 -1.727
H -4.451 -1.425 -0.496
H -3.557 -3.734 -2.567
H -2.620 -3.084 -1.232
H -1.983 -2.996 -2.885
H -4.800 -2.415 -4.055
H -3.306 -1.706 -4.656
H -4.670 -0.668 -4.157
H -2.808 0.420 -4.301
H -1.077 2.248 -3.292
H -0.574 3.101 -0.988
H -2.407 3.114 0.716
H -2.481 2.741 3.403
H -1.821 -0.527 4.271
H -2.670 0.932 4.806
H -1.632 0.059 5.931
H 0.730 -0.579 4.303
H 0.786 0.253 5.851
H 1.641 0.937 4.477
H -1.368 3.095 5.180
H 0.383 3.118 4.920
H -0.300 2.285 6.317
H 1.799 3.673 -0.335
H 4.242 2.755 -1.074
H 3.129 -0.901 -3.598
H 4.864 -0.809 -3.888
H 3.867 0.630 -4.103
H 3.648 -1.824 -1.240
H 4.569 -0.820 -0.101
H 5.381 -1.634 -1.447
H 5.503 1.828 -2.593
H 6.379 0.327 -2.339
H 5.797 1.222 -0.940
N 0.294 -3.271 2.294
N 0.504 -3.751 0.966
H 0.797 -3.820 2.983
H -0.695 -3.324 2.508
H -0.132 -4.499 0.700
H 1.448 -4.112 0.867